No. 1
Computed, not measured: a molecular structure, C25H24CrN4OS3, with ωB97M-V/def2-TZVPD.

Results
⟨S²⟩: 3.8011
DFT total energy: -3500.4896 Ha
Largest force on an atom: 0.0328 hartree/bohr
Energy above the lowest of the compared OMol25 structures with the same formula, charge and spin: 0.000 eV
LUMO level (alpha / beta): 0.085 / 0.085 Ha
M: 544.7 g mol⁻¹

Geometry as ORCA input:
```
! RIJCOSX wB97M-V def2-TZVPD def2/J DEFGRID3
* xyz -1 4
Cr 8.194 11.472 7.996
O 9.563 12.719 7.926
N 7.076 13.024 7.095
C 7.187 14.358 7.072
C 6.418 15.078 6.201
C 5.625 14.415 5.262
C 5.549 13.032 5.236
C 6.337 12.371 6.205
S 6.603 10.673 6.317
H 7.952 14.775 7.698
H 6.507 16.157 6.169
H 5.030 15.010 4.553
H 4.980 12.523 4.489
S 11.186 12.616 8.050
C 11.337 11.521 9.427
C 12.017 11.910 10.583
C 12.159 11.099 11.703
C 12.725 11.679 12.907
N 13.094 12.114 13.906
C 11.645 9.801 11.637
C 10.971 9.392 10.493
C 10.735 10.224 9.390
S 9.718 9.647 8.063
C 11.641 8.905 12.759
N 11.554 8.154 13.622
H 12.440 12.911 10.584
H 10.486 8.445 10.511
C 8.483 6.879 12.173
C 7.652 7.599 11.158
C 6.815 6.912 10.302
C 6.124 7.597 9.316
C 5.241 6.828 8.363
C 6.287 8.955 9.174
C 7.195 9.664 9.972
C 7.831 8.962 10.982
N 7.521 11.039 9.788
C 6.648 11.966 10.564
C 7.366 13.289 10.665
C 5.236 12.130 9.952
C 6.462 11.414 12.002
H 9.489 6.653 11.804
H 8.076 5.932 12.496
H 8.589 7.545 13.039
H 6.789 5.829 10.355
H 4.424 6.312 8.888
H 5.800 6.061 7.795
H 4.818 7.479 7.616
H 5.746 9.487 8.380
H 8.513 9.461 11.650
H 7.676 13.586 9.647
H 8.315 13.200 11.241
H 6.705 14.098 11.079
H 5.251 12.682 9.020
H 4.570 12.641 10.634
H 4.805 11.163 9.713
H 7.434 11.177 12.449
H 5.822 10.528 12.020
H 5.966 12.202 12.585
*
```


No. 2
Computed, not measured: 9 unconnected molecules or ions with the total composition C50H123N9O11, with ωB97M-V/def2-TZVPD.

Results
DFT total energy: -3298.7291 Ha
Largest force on an atom: 0.0696 hartree/bohr
Energy above the lowest of the compared OMol25 structures with the same formula, charge and spin: 8.487 eV
LUMO level: 0.015 Ha
SMILES: CC1(C)CCCC(C)(C)N1O.CC1(C)CCCC(C)(C)N1O.COC[C@H](C)N.COC[C@H](C)N.COC[C@H](C)N.COC[C@H](C)N.COC[C@H](C)N.COCCNCCOC.COCCNCCOC
M: 1026.6 g mol⁻¹

Geometry as ORCA input:
```
! RIJCOSX wB97M-V def2-TZVPD def2/J DEFGRID3
* xyz 0 1
C 1.671 5.855 -1.437
C 2.829 6.814 -0.880
C 2.676 6.911 0.678
O 3.669 7.804 1.211
C 3.499 7.920 2.587
N 4.009 6.168 -1.430
H 1.747 4.846 -1.030
H 1.605 5.809 -2.524
H 0.689 6.232 -1.154
H 2.770 7.787 -1.368
H 2.600 5.936 1.161
H 1.729 7.429 0.830
H 4.171 8.733 2.863
H 3.994 7.176 3.210
H 2.462 8.155 2.826
H 4.053 6.409 -2.410
H 4.765 6.688 -1.009
C -5.060 -1.481 -3.813
C -3.873 -2.188 -4.298
C -2.967 -2.734 -3.124
O -3.255 -3.944 -2.509
C -2.456 -4.242 -1.461
N -4.389 -3.172 -5.157
H -5.611 -0.993 -4.617
H -4.881 -0.684 -3.092
H -5.817 -2.114 -3.349
H -3.324 -1.523 -4.964
H -2.759 -1.914 -2.437
H -1.991 -2.689 -3.606
H -2.670 -5.215 -1.020
H -2.418 -3.481 -0.681
H -1.422 -4.285 -1.803
H -4.157 -4.055 -4.725
H -5.342 -3.115 -5.486
C 3.052 -5.942 5.616
C 4.192 -4.959 5.301
C 3.852 -4.188 4.013
O 4.712 -3.194 3.829
C 4.166 -1.946 3.408
N 4.437 -4.128 6.415
H 3.456 -6.912 5.325
H 2.249 -5.752 4.904
H 2.697 -6.085 6.636
H 4.985 -5.624 4.959
H 2.785 -3.990 4.121
H 3.904 -4.843 3.144
H 3.824 -2.019 2.376
H 5.004 -1.250 3.412
H 3.338 -1.605 4.030
H 5.298 -4.419 6.856
H 4.558 -3.166 6.130
C 5.276 5.138 8.315
C 5.542 3.840 7.439
C 4.383 2.939 7.166
O 4.789 1.763 6.534
C 3.795 0.798 6.315
N 6.047 4.435 6.170
H 4.389 5.642 7.930
H 6.120 5.828 8.296
H 5.135 4.833 9.352
H 6.391 3.347 7.911
H 3.584 3.447 6.626
H 3.975 2.848 8.172
H 3.116 1.207 5.566
H 3.366 0.633 7.303
H 4.369 -0.015 5.870
H 5.245 4.387 5.557
H 6.624 3.755 5.697
C 3.587 1.878 -1.093
C 4.328 0.667 -1.481
C 5.379 0.238 -0.380
O 6.099 -1.038 -0.643
C 7.285 -1.322 0.093
N 3.563 -0.448 -1.919
H 3.047 2.289 -1.946
H 4.148 2.683 -0.620
H 2.812 1.606 -0.376
H 4.835 0.983 -2.393
H 4.888 0.024 0.570
H 6.202 0.946 -0.285
H 7.454 -2.373 0.326
H 7.214 -0.866 1.080
H 8.094 -0.909 -0.510
H 2.914 -0.278 -2.674
H 4.252 -1.144 -2.163
C -4.670 3.224 3.886
O -4.812 2.782 2.591
C -5.845 1.779 2.376
C -5.269 0.520 1.714
N -6.338 -0.125 0.998
C -5.834 -0.686 -0.334
C -5.004 -1.950 -0.140
O -5.760 -2.944 0.440
C -5.010 -4.049 0.891
H -4.547 2.440 4.633
H -5.519 3.903 3.961
H -3.775 3.825 4.051
H -6.601 2.313 1.800
H -6.302 1.372 3.278
H -5.022 -0.120 2.561
H -4.379 0.663 1.101
H -6.667 -0.980 1.423
H -5.246 0.077 -0.844
H -6.673 -0.779 -1.024
H -4.115 -1.744 0.456
H -4.631 -2.227 -1.127
H -4.668 -4.492 -0.044
H -5.359 -4.856 1.535
H -4.034 -3.885 1.349
C -2.980 2.348 -5.081
O -4.372 2.025 -5.319
C -4.707 1.848 -6.676
C -6.220 1.611 -6.779
N -6.939 2.893 -7.013
C -8.323 2.800 -7.408
C -8.916 4.208 -7.629
O -8.021 5.014 -8.285
C -7.854 6.374 -7.995
H -2.619 3.228 -5.614
H -2.377 1.503 -5.412
H -2.745 2.553 -4.037
H -4.203 1.060 -7.234
H -4.541 2.812 -7.158
H -6.494 1.053 -5.884
H -6.311 0.887 -7.589
H -6.529 3.666 -7.517
H -8.900 2.265 -6.654
H -8.404 2.353 -8.399
H -8.943 4.703 -6.659
H -9.916 4.274 -8.057
H -6.974 6.671 -8.564
H -7.455 6.732 -7.046
H -8.732 6.885 -8.390
C 2.449 1.387 2.297
C 0.912 1.328 1.929
C 0.338 2.830 2.022
C -0.994 3.192 1.240
C -1.678 1.936 0.702
C -0.732 0.874 -0.008
N 0.660 0.772 0.538
O 1.370 -0.410 0.302
C -1.534 -0.512 -0.026
C -0.486 1.255 -1.438
C 0.271 0.443 3.000
H 3.127 0.815 1.664
H 2.697 1.175 3.337
H 2.907 2.360 2.123
H 0.289 3.070 3.084
H 1.152 3.528 1.827
H -0.884 3.905 0.423
H -1.733 3.604 1.927
H -2.472 2.224 0.013
H -2.294 1.497 1.487
H -0.887 -1.221 -0.542
H -1.623 -0.772 1.029
H -2.516 -0.508 -0.498
H -0.872 0.607 -2.225
H -0.832 2.230 -1.781
H 0.572 1.202 -1.695
H 0.641 0.762 3.975
H 0.514 -0.600 2.798
H -0.819 0.454 3.008
H 1.786 -0.333 -0.560
C 2.972 -7.492 -0.316
C 1.598 -6.790 -0.593
C 1.174 -5.812 0.603
C 2.016 -4.586 0.762
C 1.957 -3.783 -0.539
C 2.217 -4.578 -1.837
N 1.465 -5.882 -1.791
O 1.527 -6.560 -3.021
C 1.759 -3.661 -3.001
C 3.721 -4.862 -2.023
C 0.464 -7.855 -0.722
H 3.855 -6.858 -0.227
H 3.209 -8.078 -1.204
H 2.855 -8.070 0.600
H 0.174 -5.424 0.414
H 1.101 -6.390 1.525
H 3.069 -4.813 0.928
H 1.720 -3.938 1.586
H 2.738 -3.038 -0.389
H 1.003 -3.275 -0.391
H 1.933 -4.114 -3.977
H 0.693 -3.436 -2.990
H 2.244 -2.684 -3.011
H 4.165 -4.051 -2.601
H 4.288 -4.753 -1.099
H 3.935 -5.837 -2.462
H 0.728 -8.725 -1.325
H -0.466 -7.479 -1.149
H 0.173 -8.226 0.260
H 0.632 -6.456 -3.355
*
```


No. 3
Computed, not measured: 3 unconnected molecules or ions with the total composition C16H24F5N2O10P2, with ωB97M-V/def2-TZVPD.

Results
DFT total energy: -2667.7743 Ha
Largest force on an atom: 0.0378 hartree/bohr
LUMO level: -0.175 Ha
M: 561.3 g mol⁻¹

Geometry as ORCA input:
```
! RIJCOSX wB97M-V def2-TZVPD def2/J DEFGRID3
* xyz 1 1
N -2.277 -0.780 2.068
P -1.053 -0.979 0.909
O -0.699 -2.594 1.007
C -1.899 -0.803 -0.803
C -2.591 -2.050 -1.379
C -3.447 -2.678 -0.317
C -4.720 -3.233 -0.754
O -4.619 -1.993 -0.031
C -2.836 0.318 -0.587
N -2.651 1.378 -1.285
P -3.655 2.803 -1.003
O -4.848 2.436 -0.254
C -1.574 1.251 -2.266
C -1.028 -0.161 -1.993
C 0.477 -0.419 -2.163
C 1.524 0.224 -1.240
O 1.913 -0.535 -0.113
C 1.226 1.646 -0.786
F 2.235 2.062 0.024
F 0.081 1.794 -0.087
F 1.209 2.487 -1.851
H -2.304 0.196 2.334
H -3.207 -1.095 1.799
H -0.631 -2.907 0.097
H -3.268 -1.809 -2.192
H -1.859 -2.803 -1.665
H -2.943 -3.188 0.487
H -5.060 -3.052 -1.759
H -5.118 -4.023 -0.142
H -3.624 0.368 0.152
H -3.829 3.388 -2.266
H -2.788 3.628 -0.272
H -2.049 1.210 -3.245
H -0.876 2.073 -2.373
H -1.439 -0.705 -2.837
H 0.621 -1.499 -2.132
H 0.736 -0.136 -3.178
H 2.435 0.324 -1.829
H 1.465 -1.379 -0.147
C 2.019 -4.068 2.059
C 1.872 -3.887 3.552
O 1.741 -5.219 4.004
C 2.407 -6.021 3.118
O 2.711 -7.141 3.317
O 2.671 -5.335 1.971
F 0.750 -3.192 3.870
H 1.052 -4.123 1.563
H 2.620 -3.289 1.593
H 2.729 -3.420 4.039
C 4.225 5.640 1.288
C 3.330 5.516 0.076
O 4.113 6.095 -0.945
C 5.427 5.913 -0.603
O 6.336 6.040 -1.341
O 5.526 5.551 0.701
F 2.179 6.226 0.216
H 4.107 6.609 1.775
H 4.073 4.850 2.018
H 3.082 4.489 -0.198
*
```